# 1
{"formula": "C3H11N4", "method": "the ωB97M-V functional and the def2-TZVPD basis", "lumo_ev": -3.457, "charge": 1, "de_lowest_ev": 1.6328, "multiplicity": 1, "symbols": ["H", "H", "H", "N", "N", "H", "H", "H", "H", "H", "C", "C", "H", "H", "H", "C", "N", "N"], "xyz": [[-1.1669, -2.1934, -0.5652], [0.2364, 0.3651, -0.9253], [-1.9373, 0.1171, -2.6016], [0.5996, -0.2937, 2.1368], [0.0309, -0.2080, -1.8200], [2.7135, 0.6593, 2.7563], [0.5614, -1.1097, -1.7557], [0.9701, 2.2997, 0.2902], [0.2410, 0.3373, -2.6528], [-0.3526, -0.4600, 1.8089], [1.2013, 0.8240, 1.5665], [-1.8599, -1.6489, -1.2645], [0.6377, -0.3582, 3.1563], [-0.4429, 1.6419, 0.8210], [-2.8872, -2.0467, -1.5036], [-1.4307, -0.5622, -1.8900], [2.3835, 1.2335, 1.9366], [0.5022, 1.4029, 0.5061]], "forces_ev_per_a": [[-0.9, 0.3, -0.9], [0.2, 0.1, -0.4], [0.0, -0.8, 0.7], [-1.4, 0.0, -0.2], [-0.7, -0.9, 1.1], [-0.3, 0.7, -1.3], [-0.2, 1.2, -0.4], [-0.2, -0.7, 0.0], [0.6, -0.2, 0.1], [0.3, 0.0, 0.3], [3.3, -0.5, 2.5], [-0.4, -0.3, -0.2], [0.2, 0.0, -0.6], [0.2, -0.1, -0.1], [1.2, 0.6, 0.8], [0.4, 0.0, -0.6], [-2.1, -0.7, -0.1], [-0.4, 1.1, -0.6]], "mulliken_charge": [0.232, 0.298, 0.305, -0.501, -0.200, 0.250, 0.399, 0.269, 0.396, 0.227, 0.496, -0.647, 0.249, 0.306, 0.271, 0.057, -0.657, -0.749]}

# 2
{"formula": "C3H11N4", "method": "the ωB97M-V functional and the def2-TZVPD basis", "lumo_ev": -4.935, "charge": 1, "de_lowest_ev": 2.3822, "multiplicity": 1, "symbols": ["H", "N", "H", "N", "H", "H", "N", "H", "H", "H", "H", "H", "H", "H", "N", "C", "C", "C"], "xyz": [[-0.5455, 0.7146, -0.6345], [0.6433, 0.4419, -2.9120], [0.5232, -0.2278, -3.6722], [1.7999, -1.2689, -1.6584], [-3.5654, 0.2502, 1.9843], [0.3155, -0.6777, 2.1726], [0.2792, 0.1208, -0.6330], [0.5630, -0.3015, 0.2476], [1.6116, -2.0802, -2.2401], [-0.0651, 1.0302, 1.9048], [-2.1993, 1.4946, 1.6033], [2.7425, -0.9683, -1.8917], [1.4934, 0.9367, -3.1864], [0.0135, 0.3586, 3.5701], [-1.6640, -0.2632, 2.5045], [-2.5150, 0.5203, 2.0078], [-0.2859, 0.1611, 2.5443], [0.8551, -0.2414, -1.7109]], "forces_ev_per_a": [[0.3, 0.4, -0.1], [-0.7, 0.0, 0.0], [-0.1, -0.1, 0.1], [0.3, -0.4, 0.9], [0.0, 0.0, 0.0], [0.1, 0.0, 0.3], [-0.5, -0.2, 0.3], [-0.2, -0.2, -0.1], [-0.4, 0.1, 0.1], [-0.1, 0.3, 0.3], [-0.3, 0.1, 0.0], [-0.1, 0.2, 0.0], [-0.1, 0.3, 0.3], [0.1, 0.0, 0.0], [-0.3, -0.1, 0.1], [0.4, 0.2, -0.1], [0.1, -0.3, -0.5], [1.5, -0.2, -1.5]], "mulliken_charge": [0.255, -0.598, 0.313, -0.575, 0.276, 0.182, 0.007, 0.183, 0.291, 0.335, 0.272, 0.280, 0.303, 0.331, -0.303, -0.307, -0.740, 0.497]}

# 3
{"formula": "C3H11N4O4S2", "method": "the ωB97M-V functional and the def2-TZVPD basis", "lumo_ev": [-6.900, -7.475], "charge": 1, "de_lowest_ev": 2.5817, "multiplicity": 1, "symbols": ["N", "N", "H", "S", "H", "O", "S", "N", "C", "H", "C", "H", "H", "O", "H", "H", "O", "H", "H", "H", "H", "N", "C", "O"], "xyz": [[2.5879, -0.0327, -0.7145], [3.2314, 0.4682, 1.4520], [-2.4748, 1.4300, -2.5706], [-0.7858, 0.1203, -1.6922], [4.2014, 0.2495, 1.1826], [-2.7780, 0.0325, 0.5720], [-1.5659, -0.4896, 1.0151], [1.1328, 1.0527, 0.6812], [-1.9600, 1.4657, -1.6641], [-1.3463, 2.4104, -1.5252], [2.2487, 0.5305, 0.4880], [-1.7750, -2.5236, -0.0565], [-2.6676, -2.4712, 1.5759], [-0.9460, 0.0847, 2.1759], [-0.7881, -2.4933, 1.6351], [3.0701, 0.9896, 2.3085], [0.4639, 0.4739, -2.2958], [1.9221, 0.1167, -1.3971], [-2.6745, 1.2950, -0.8399], [0.8896, 1.1900, 1.7332], [3.5543, -0.1502, -0.9307], [-0.4159, -0.3877, -0.1046], [-1.7282, -2.2680, 1.0545], [-1.3959, -1.0933, -2.0827]], "forces_ev_per_a": [[0.4, 0.9, 3.7], [-0.7, 0.5, -0.5], [-0.6, 0.0, -1.7], [0.6, 0.6, 0.1], [-0.9, 0.4, 0.3], [-2.7, 1.0, -0.7], [-0.1, -1.4, 2.9], [-5.9, 2.4, 2.9], [1.8, 1.0, 2.0], [-0.9, -1.1, -0.3], [7.4, -4.0, -1.9], [0.2, -0.2, 1.7], [0.3, -0.1, 0.0], [0.0, -0.4, 0.2], [-1.1, -0.8, -0.9], [0.3, -0.3, -0.1], [-0.6, 0.6, 0.1], [-1.4, 0.1, -2.2], [0.6, 0.2, -0.5], [-0.1, -0.6, -2.3], [0.3, -0.3, -0.2], [2.8, 1.5, -1.5], [1.2, 1.0, -0.4], [-1.1, -1.2, -0.5]], "mulliken_charge": [-0.234, -0.378, 0.452, 1.384, 0.243, -0.654, 1.178, -0.317, -0.981, 0.321, 0.585, 0.337, 0.399, -0.670, 0.325, 0.235, -0.751, 0.251, 0.423, 0.319, 0.248, -0.269, -0.881, -0.564]}

# 4
{"formula": "C3H11N5", "method": "the ωB97M-V functional and the def2-TZVPD basis", "lumo_ev": 0.404, "de_lowest_ev": 9.5883, "multiplicity": 1, "symbols": ["H", "H", "N", "H", "H", "C", "H", "H", "N", "H", "N", "C", "H", "N", "C", "N", "H", "H", "H"], "xyz": [[2.9172, 1.2587, -0.0419], [3.9838, -0.4288, 0.0968], [0.0170, 1.3266, -0.0187], [-2.0588, -1.4339, -1.1645], [-3.6434, -1.0333, -0.2269], [-0.3627, -0.0125, 0.1842], [2.2347, -1.7922, -0.3676], [-2.5585, -2.5941, 0.4409], [-1.5585, -0.4777, 0.5014], [-1.1514, 2.9326, 0.5510], [-1.1542, 2.2056, -0.1120], [-2.4888, -1.5128, -0.2215], [-0.9054, 2.7262, -0.9948], [0.6651, -0.8550, -0.1215], [2.9383, -0.1018, 0.4297], [1.9859, -0.4842, -0.7314], [2.3102, -0.5298, 1.6313], [0.7301, -1.6787, 0.5405], [-2.0677, 0.3283, 0.5562]], "forces_ev_per_a": [[0.3, -3.6, 2.9], [-1.5, 0.1, 1.2], [-1.8, -3.4, 1.5], [0.1, -1.3, -2.0], [3.4, -1.3, 0.1], [4.0, 5.2, -2.9], [0.1, 4.1, -3.0], [0.5, 3.1, -2.4], [-1.9, -2.9, 0.6], [0.5, 0.7, 1.5], [0.6, -0.9, -3.0], [-1.7, 0.3, 4.3], [-0.8, -0.7, 1.1], [-0.3, -2.1, 1.0], [-1.9, 3.8, -1.5], [0.3, -7.2, 4.8], [2.6, 1.8, -3.7], [-0.3, 1.4, -1.1], [-2.1, 2.7, 0.7]], "mulliken_charge": [0.192, 0.359, -0.297, 0.351, 0.254, 0.234, 0.297, 0.219, -0.266, 0.185, -0.673, -0.753, 0.257, -0.206, -0.655, -0.416, 0.230, 0.274, 0.412]}

# 5
{"formula": "C3H11NO", "method": "the ωB97M-V functional and the def2-TZVPD basis", "lumo_ev": 0.598, "de_lowest_ev": 1.1526, "multiplicity": 1, "symbols": ["C", "H", "H", "H", "C", "H", "H", "H", "H", "H", "H", "H", "C", "O", "H", "N"], "xyz": [[0.4630, 0.1616, 1.9960], [0.0270, 2.4764, 0.4399], [1.3792, 1.6402, -0.3498], [0.9322, -1.5380, 0.2813], [0.3320, 1.5710, -0.0985], [1.4278, -0.3191, 2.2165], [0.3569, 1.0742, 2.5970], [-0.1438, -0.6026, 2.5589], [-0.3015, 1.7182, -1.0677], [0.3774, -0.9758, -1.3021], [-1.5964, -1.6428, -3.3165], [-1.0548, 0.1553, 0.3923], [0.0311, 0.2702, 0.4858], [-1.1298, -1.7893, -2.4888], [-1.9057, -1.4671, -1.9526], [0.8054, -0.7325, -0.3914]], "forces_ev_per_a": [[-0.8, -1.8, 0.5], [0.1, -0.4, 0.5], [0.3, 0.2, -0.1], [-0.2, 0.7, -1.9], [-1.2, 2.7, -2.5], [0.3, 0.8, -0.8], [0.1, 0.0, -0.6], [-0.2, 0.7, -0.7], [1.3, -0.5, 1.2], [0.0, 0.0, 1.2], [0.6, -0.3, -0.9], [0.0, -0.5, 0.4], [0.7, -1.5, 0.1], [-2.2, 0.8, 0.6], [1.4, -0.6, 0.2], [-0.5, -0.4, 2.7]], "mulliken_charge": [-1.363, 0.365, 0.384, 0.208, -1.450, 0.387, 0.312, 0.345, 0.263, 0.271, 0.315, 0.097, 0.892, -0.649, 0.317, -0.695]}

# 6
{"formula": "C3H11NO", "method": "the ωB97M-V functional and the def2-TZVPD basis", "lumo_ev": 0.847, "de_lowest_ev": 1.1490, "multiplicity": 1, "symbols": ["H", "H", "H", "H", "H", "H", "H", "H", "H", "C", "N", "H", "O", "C", "H", "C"], "xyz": [[-1.1324, 0.9317, -1.4261], [-0.8443, 1.4857, 0.1027], [-2.9092, -2.1074, 0.0847], [-3.4408, -0.7396, -0.7133], [3.1413, 0.8980, -0.9747], [1.9270, 0.1609, 0.0491], [-0.8294, -0.7182, 0.8332], [4.6426, 0.2999, 0.8896], [-0.9669, -1.0558, -0.8782], [-1.4458, -0.5250, -0.0477], [-1.4452, 0.9094, -0.4673], [-3.3089, -0.6414, 1.0822], [3.8554, -0.1815, 0.6309], [-2.8712, -1.0281, 0.1744], [2.7395, 1.6326, 0.5907], [2.8883, 0.6789, 0.0698]], "forces_ev_per_a": [[0.1, 0.4, 0.0], [0.1, 0.0, -0.1], [0.1, -0.4, 0.7], [-0.2, 0.5, 0.3], [0.0, 0.1, 0.1], [0.1, -0.1, 0.2], [0.0, 0.3, 0.0], [0.0, 0.2, -0.1], [-0.2, -0.4, 0.3], [0.0, 0.5, -0.4], [-0.1, -0.7, 0.4], [-0.2, 0.0, 0.1], [-0.2, -0.2, 0.4], [0.5, -0.1, -1.4], [0.2, -0.2, 0.2], [-0.2, 0.2, -0.7]], "mulliken_charge": [0.238, 0.217, 0.333, 0.297, 0.264, 0.036, 0.274, 0.299, 0.283, -0.284, -0.577, 0.305, -0.512, -1.079, 0.245, -0.338]}

# 7
{"formula": "C3H11NO", "method": "the ωB97M-V functional and the def2-TZVPD basis", "lumo_ev": 1.027, "de_lowest_ev": 1.4358, "multiplicity": 1, "symbols": ["C", "H", "N", "H", "H", "H", "H", "H", "H", "C", "H", "H", "H", "H", "C", "O"], "xyz": [[1.8199, 0.4957, 0.1384], [3.0410, 1.7781, 1.4252], [-3.4362, -1.5782, -0.4147], [2.4924, 0.8587, -0.6456], [-3.1212, -0.7063, -0.8365], [0.7896, -0.9310, -1.4208], [1.8221, 0.6817, 2.3140], [2.0218, -0.5340, 0.4265], [-4.3468, -1.7442, -0.8125], [-0.0485, -0.3287, -1.1021], [-3.4581, -1.3377, 0.5741], [-0.6840, -0.9826, -0.4974], [1.2621, 2.0479, 1.3825], [-0.7130, 0.2460, -1.7377], [2.0648, 1.3131, 1.4664], [0.4943, 0.7213, -0.2597]], "forces_ev_per_a": [[0.6, 0.9, 1.6], [0.1, 0.0, 0.6], [0.8, 0.7, -0.1], [0.2, -0.3, 0.0], [0.1, -0.2, -0.2], [-0.2, 0.0, -1.2], [0.5, 0.1, 0.3], [-0.1, -0.4, -0.6], [-0.4, -0.1, 0.4], [-0.1, 1.1, 2.1], [-0.6, -0.4, -0.1], [0.0, -0.1, 0.1], [0.4, 0.5, 0.4], [0.3, -0.6, -1.1], [-1.3, -0.4, -2.0], [-0.4, -0.7, 0.0]], "mulliken_charge": [-0.276, 0.304, -0.642, 0.292, 0.197, 0.349, 0.299, 0.335, 0.228, -0.644, 0.217, 0.227, 0.258, 0.213, -1.009, -0.349]}

# 8
{"formula": "C3H11NO", "method": "the ωB97M-V functional and the def2-TZVPD basis", "lumo_ev": 0.936, "de_lowest_ev": 0.9399, "multiplicity": 1, "symbols": ["C", "H", "N", "O", "H", "H", "H", "H", "H", "H", "H", "H", "C", "C", "H", "H"], "xyz": [[1.0616, -1.1733, 0.5486], [-0.9124, -0.3311, 1.9633], [0.1208, -0.1069, 0.1496], [0.8116, 2.6665, -0.5713], [-1.0808, 0.3267, -1.5344], [-0.6105, -1.3453, -1.3978], [0.0736, 3.1753, -0.2086], [0.6887, -0.1958, -1.8269], [0.7941, 1.8978, 0.0649], [2.0325, -0.8628, 0.1602], [1.1877, -1.1697, 1.6291], [-1.7303, -1.0185, 0.5602], [-1.1346, -0.1580, 0.9105], [-0.2420, -0.3102, -1.2777], [-1.7660, 0.7117, 0.7320], [0.7060, -2.1063, 0.0982]], "forces_ev_per_a": [[-0.3, 1.4, -0.5], [-0.2, 0.4, 0.1], [-0.8, 0.1, -0.1], [-0.4, -0.7, 1.3], [0.4, 0.5, -0.4], [0.1, 0.0, -0.1], [0.2, 0.3, -0.3], [-0.4, 0.3, -0.6], [0.2, 0.4, -1.1], [0.1, -0.5, -0.3], [-0.3, -0.4, 0.0], [-0.1, -0.1, 0.2], [0.3, -1.0, -0.3], [0.6, -0.6, 1.3], [0.3, 0.2, 0.2], [0.4, -0.4, 0.5]], "mulliken_charge": [-0.937, 0.329, -0.053, -0.660, 0.314, 0.482, 0.296, 0.319, 0.347, 0.291, 0.355, 0.343, -0.927, -1.082, 0.280, 0.303]}

# 9
{"formula": "C3H11NO", "method": "the ωB97M-V functional and the def2-TZVPD basis", "lumo_ev": [-3.871, -9.320], "charge": 1, "de_lowest_ev": 2.7693, "multiplicity": 2, "symbols": ["C", "O", "H", "N", "H", "H", "H", "C", "H", "H", "H", "H", "H", "C", "H", "H"], "xyz": [[1.3682, -1.8229, 0.5509], [1.1737, -3.2218, 0.6545], [-0.7138, 1.9692, -2.5939], [-0.6841, 1.6268, 0.8628], [-0.7878, 3.3584, -1.2834], [0.2358, 1.2034, 1.0512], [0.0717, 0.8145, -0.8151], [-1.1795, 2.3213, -1.5963], [2.4481, -1.5145, 0.5248], [-1.4266, 1.3368, 1.5279], [-2.2292, 2.4663, -1.8421], [1.1463, -1.7399, -0.5142], [-1.6311, 0.4522, -0.6103], [-0.8991, 1.2669, -0.5410], [0.9643, -1.0939, 1.2381], [1.7848, -3.5385, 1.3290]], "forces_ev_per_a": [[2.4, -0.5, -2.4], [0.2, 0.6, 1.4], [-0.5, 0.7, 1.8], [-0.5, -2.9, -1.1], [-0.3, -1.7, -0.6], [-0.1, 1.1, 1.1], [-0.4, 0.3, 0.0], [0.5, 1.9, -1.7], [-0.5, -0.7, 0.4], [0.4, 1.0, -0.1], [-0.1, -0.2, 0.4], [-0.8, 1.2, 0.1], [-0.4, 0.3, 0.4], [1.3, -0.6, -0.2], [-1.2, -0.3, 0.5], [-0.2, -0.3, 0.0]], "mulliken_charge": [-0.508, -0.502, 0.298, -0.107, 0.321, 0.360, 0.226, -1.035, 0.333, 0.360, 0.329, 0.228, 0.342, -0.084, 0.127, 0.312]}

# 10
{"formula": "C3H11NO2", "method": "the ωB97M-V functional and the def2-TZVPD basis", "lumo_ev": 0.527, "de_lowest_ev": 2.4246, "multiplicity": 1, "symbols": ["N", "C", "O", "H", "C", "H", "H", "O", "H", "H", "H", "H", "H", "H", "H", "C", "H"], "xyz": [[1.0329, -0.2565, 0.6897], [-0.8319, -0.0708, 2.2327], [-0.4627, 0.6511, -1.7861], [1.7527, -1.1748, -2.2272], [-0.4974, 1.5209, 0.3369], [0.3288, -1.7896, -2.3636], [-1.4239, 2.0315, 0.4632], [1.2081, -1.8790, -2.0975], [1.4344, -1.0914, 0.9874], [0.0375, 1.9589, -0.5173], [-1.6071, -0.7184, 1.8457], [-0.6825, 0.5831, -2.7028], [-0.0522, -0.2308, -1.4731], [-1.4200, 0.6755, 2.8067], [-0.3164, -0.7681, 2.8790], [-0.0831, 0.3948, 1.0655], [1.5830, 0.1637, -0.1392]], "forces_ev_per_a": [[2.8, 1.6, -3.5], [-1.8, -1.0, 0.6], [0.9, -2.5, -0.3], [1.7, 3.2, -1.0], [1.6, -1.2, 2.0], [-1.7, 0.6, -1.0], [-0.6, 0.0, 0.8], [0.1, -4.2, 1.7], [0.0, -1.3, 1.0], [0.1, -0.5, 1.2], [-0.6, -0.4, -0.2], [-0.1, -0.5, -1.2], [-1.1, 2.1, -0.7], [0.9, -0.2, -0.4], [0.6, 0.3, 0.4], [-1.5, 4.7, -1.7], [-1.4, -0.9, 2.2]], "mulliken_charge": [-0.449, -1.337, -0.609, 0.327, -1.051, 0.274, 0.278, -0.624, 0.117, 0.312, 0.289, 0.308, 0.235, 0.308, 0.353, 1.020, 0.246]}

# 11
{"formula": "C3H11NO2", "method": "the ωB97M-V functional and the def2-TZVPD basis", "lumo_ev": -4.581, "de_lowest_ev": 10.1862, "multiplicity": 1, "symbols": ["N", "H", "H", "C", "H", "H", "H", "H", "H", "O", "H", "C", "H", "H", "O", "C", "H"], "xyz": [[-0.1138, 0.6297, -0.9016], [-1.8307, 2.9148, 0.3723], [-2.7841, -0.7864, 0.1392], [2.8804, -0.5859, 0.3594], [-1.8985, -2.0772, -0.7575], [2.0697, -1.0460, 0.9651], [3.8598, -0.3660, 0.8494], [-2.4046, -0.5828, -1.5237], [0.9018, 0.4600, -0.8589], [2.3905, 0.8454, 0.6845], [-0.3901, -0.6503, 0.8047], [-2.0113, -1.0270, -0.5936], [-0.7107, 1.4150, -0.4619], [0.1047, -1.3620, -0.7351], [-1.9839, 1.9604, 0.3669], [-0.5449, -0.5932, -0.3507], [2.4656, 0.8515, 1.6414]], "forces_ev_per_a": [[0.4, -1.7, 0.8], [-0.1, 0.0, 0.1], [0.6, -0.1, 0.3], [-1.2, 4.4, 3.7], [-0.6, -0.9, 0.1], [0.5, -1.5, -1.1], [0.1, -1.9, -1.2], [0.4, -0.2, 0.2], [-0.2, 1.7, -0.1], [0.2, -1.4, -1.7], [0.2, 0.2, -1.2], [0.0, 1.0, -0.8], [-0.6, 0.8, 0.1], [0.6, -0.5, -0.2], [1.2, -0.3, -0.5], [-1.7, -0.2, 1.2], [0.1, 0.5, 0.4]], "mulliken_charge": [-0.268, 0.241, 0.320, -0.457, 0.375, 0.253, 0.305, 0.300, 0.269, -0.489, 0.162, -1.188, 0.353, 0.554, -0.793, -0.268, 0.331]}

# 12
{"formula": "C3H11NO2", "method": "the ωB97M-V functional and the def2-TZVPD basis", "lumo_ev": 0.724, "de_lowest_ev": 1.1234, "multiplicity": 1, "symbols": ["H", "N", "H", "H", "O", "H", "C", "O", "H", "C", "H", "H", "C", "H", "H", "H", "H"], "xyz": [[-3.7376, 2.7943, -2.5854], [1.1594, -0.1842, 3.0147], [-0.9305, 0.9136, 0.7161], [2.6041, 1.7801, 1.8047], [0.5121, -3.6520, -3.6816], [1.3376, -1.1625, 2.8070], [-0.3028, 0.0622, 0.9680], [-3.3337, 2.4987, -1.7760], [-3.0880, 1.5669, -1.9051], [0.9310, 0.4339, 1.7414], [0.1709, -0.3143, 0.0560], [-0.2515, -3.3635, -4.2076], [1.6677, 1.4768, 1.3553], [1.3497, 2.0840, 0.4947], [0.9022, -4.5237, -3.7916], [-0.9406, -0.6501, 1.5107], [1.9501, 0.2397, 3.4787]], "forces_ev_per_a": [[-0.2, 0.0, -0.5], [-0.3, -0.5, -1.4], [0.2, 0.2, 0.0], [-0.1, -0.1, 0.3], [0.2, 1.1, 0.8], [0.0, -0.1, 0.7], [0.5, -0.6, 0.1], [0.4, -0.6, 0.6], [-0.2, 0.6, -0.1], [0.0, 1.9, 1.5], [-1.0, -0.5, -0.2], [0.7, -1.2, 0.0], [-0.1, 0.3, -0.9], [0.2, -0.4, 0.4], [-0.9, 0.1, -0.7], [0.4, -0.1, -0.4], [0.2, -0.2, 0.0]], "mulliken_charge": [0.313, -0.543, 0.278, 0.260, -0.651, 0.249, -1.095, -0.632, 0.320, 0.817, 0.293, 0.327, -1.043, 0.237, 0.324, 0.308, 0.239]}

Question: multiplicity of number 3 (C3H11N4O4S2)?
Answer: 1

Question: Which formula does entry 10 have?
Answer: C3H11NO2